No. 1
The following is a DFT calculation (the ωB97M-V functional and the def2-TZVPD basis) of a molecular structure, C14H13HfN3O6 in a non-equilibrium geometry.

XYZ file:
```
37
C14H13HfN3O6, DFT the ωB97M-V functional and the def2-TZVPD basis
C -0.38 0.55 -4.30
C 1.01 0.69 -4.01
C 1.17 1.58 -2.93
C -0.12 2.01 -2.52
C -1.10 1.40 -3.37
Hf -0.69 -0.62 -2.16
N -2.79 -0.55 -1.91
C 0.38 -2.29 -3.19
C 1.74 -2.12 -2.99
H 2.13 1.93 -2.51
H 1.84 0.25 -4.60
H -0.31 2.84 -1.83
H -2.14 1.71 -3.48
H -0.80 0.11 -5.21
H 2.44 -1.67 -3.70
H -0.24 -2.98 -2.53
H -3.04 -1.47 -2.28
H 2.22 -2.46 -2.05
H -0.14 -1.98 -4.14
O 0.52 -1.05 -0.29
C -0.05 -0.09 0.37
O -0.82 0.69 -0.30
C 0.04 0.09 1.90
C -0.76 1.05 2.54
C -0.82 1.16 3.95
C -0.07 0.30 4.77
C 0.74 -0.65 4.15
C 0.82 -0.74 2.73
N 1.45 -1.61 4.97
O 1.31 -1.55 6.22
O 2.18 -2.46 4.42
N -1.67 2.15 4.56
O -2.30 2.93 3.81
O -1.75 2.21 5.81
H -1.36 1.74 1.94
H -0.14 0.36 5.85
H 1.49 -1.48 2.29
```

Results
highest occupied orbital energy: -7.212 eV
multiplicity: 1
energy relative to the best compared isomer or geometry (same formula, charge and spin): 2.8 kcal per mole
gap between HOMO and LUMO: 5.63 eV
strongest force on any atom: 0.1406 Eh/bohr

No. 2
The following is a DFT calculation (the ωB97M-V functional and the def2-TZVPD basis) of a molecular structure, C14H13N6S2Tl.

XYZ file:
```
36
C14H13N6S2Tl, DFT the ωB97M-V functional and the def2-TZVPD basis
Tl -1.45 -0.49 -0.11
N -0.99 2.06 4.03
C -0.78 1.34 2.90
S -1.44 1.95 1.43
N -0.03 0.27 3.13
N 0.14 -0.52 2.06
C 1.00 -1.46 2.20
C 1.27 -2.44 1.14
C 2.12 -3.51 1.40
C 2.36 -4.44 0.41
C 1.75 -4.29 -0.82
C 0.91 -3.20 -1.00
N 0.69 -2.28 -0.05
H -1.50 2.92 3.97
H -0.61 1.75 4.90
H 1.53 -1.55 3.15
H 2.57 -3.61 2.38
H 3.03 -5.28 0.59
H 1.90 -5.00 -1.63
H 0.39 -3.05 -1.94
N 1.38 -0.66 -3.07
C 0.36 0.21 -3.32
N -0.28 0.83 -2.39
C -1.24 1.68 -2.95
C -2.09 2.52 -2.24
C -3.01 3.29 -2.93
C -3.10 3.23 -4.32
C -2.25 2.40 -5.05
C -1.33 1.63 -4.34
S -0.13 0.54 -4.97
H 1.61 -0.87 -2.11
H 1.76 -1.23 -3.80
H -2.01 2.58 -1.16
H -3.67 3.95 -2.38
H -3.82 3.83 -4.85
H -2.31 2.35 -6.13
```

Results
highest occupied orbital energy: -7.371 eV
multiplicity: 1
gap between HOMO and LUMO: 7.33 eV
strongest force on any atom: 0.0075 Eh/bohr

No. 3
The following is a DFT calculation (the ωB97M-V functional and the def2-TZVPD basis) of a molecular structure, C14H14BF9N6OPb in a non-equilibrium geometry.

XYZ file:
```
46
C14H14BF9N6OPb, DFT the ωB97M-V functional and the def2-TZVPD basis
H -0.39 2.61 1.14
N -0.02 1.50 -0.61
B 0.67 0.62 -2.83
N 0.56 1.80 -1.82
C 0.93 3.09 -1.84
Pb -1.76 -0.64 0.24
H 1.39 3.52 -2.73
C 0.59 3.66 -0.61
H 0.73 4.67 -0.29
C 0.00 2.61 0.13
H 1.12 1.02 -3.85
C -1.41 -2.72 0.51
H -1.79 -2.98 1.52
H -0.37 -3.10 0.44
H -2.02 -3.30 -0.23
N -0.75 -0.01 -2.97
N 1.59 -0.45 -2.20
N -1.48 -0.61 -1.93
N 1.20 -1.10 -1.04
C -1.51 -0.01 -4.09
C 2.78 -0.92 -2.63
H -1.12 0.43 -4.99
H 3.21 -0.53 -3.54
C -2.73 -0.63 -3.80
C 3.19 -1.91 -1.73
C -2.67 -1.02 -2.46
C 2.16 -1.99 -0.77
H -3.56 -0.75 -4.47
H 4.08 -2.50 -1.80
H -3.45 -1.52 -1.87
H 2.11 -2.64 0.10
H -2.57 1.01 0.16
F 1.95 -1.25 2.83
C 1.56 -0.07 3.39
F 1.88 -0.12 4.72
F 2.29 0.91 2.81
C -0.01 0.18 3.17
O -0.24 0.10 1.86
C -0.84 -0.92 3.95
F -0.69 -0.83 5.30
F -2.17 -0.80 3.66
F -0.46 -2.17 3.57
C -0.41 1.61 3.78
F -0.21 1.68 5.12
F 0.31 2.61 3.20
F -1.72 1.89 3.53
```

Results
highest occupied orbital energy (alpha / beta): -15.632 / -15.630 eV
total charge: +2
multiplicity: 1
energy relative to the best compared isomer or geometry (same formula, charge and spin): 67.5 kcal per mole
gap between HOMO and LUMO (alpha / beta): 4.82 / 4.79 eV
strongest force on any atom: 0.0763 Eh/bohr

No. 4
The following is a DFT calculation (the ωB97M-V functional and the def2-TZVPD basis) of a molecular structure, C14H14BN4O8S4Tc.

XYZ file:
```
46
C14H14BN4O8S4Tc, DFT the ωB97M-V functional and the def2-TZVPD basis
Tc 1.68 0.58 0.51
N 4.29 3.69 2.14
C 3.68 2.67 1.44
S 2.09 2.93 0.80
N 4.37 1.59 1.23
N 3.63 0.70 0.48
C 4.30 -0.03 -0.39
C 3.48 -0.61 -1.38
C 3.92 -1.42 -2.46
C 3.02 -1.80 -3.41
C 1.68 -1.40 -3.30
C 1.29 -0.64 -2.23
N 2.16 -0.25 -1.27
H 3.65 4.31 2.62
H 5.09 3.40 2.69
H 5.38 -0.03 -0.41
H 4.96 -1.71 -2.50
H 3.34 -2.42 -4.24
H 0.94 -1.69 -4.04
H 0.27 -0.33 -2.08
C -1.64 2.80 0.90
S -1.28 1.69 -0.41
O -2.48 1.34 -1.11
O -0.18 2.21 -1.17
O -0.71 0.45 0.37
H -1.95 3.75 0.46
H -0.73 2.93 1.49
H -2.44 2.36 1.50
O -1.76 -1.75 0.32
B -1.61 -0.56 1.13
O -2.95 -0.02 1.36
C -3.79 -0.82 0.66
C -5.16 -0.71 0.53
C -5.82 -1.68 -0.24
C -5.11 -2.71 -0.84
C -3.72 -2.81 -0.71
C -3.08 -1.86 0.05
H -5.69 0.10 1.01
H -6.89 -1.62 -0.36
H -5.65 -3.44 -1.44
H -3.16 -3.61 -1.18
O 0.63 -1.19 4.16
S 0.50 -0.68 2.84
O 0.90 0.73 2.63
O -0.99 -0.80 2.45
S 1.54 -1.66 1.42
```

Results
highest occupied orbital energy (alpha / beta): -4.683 / -4.228 eV
total charge: -1
multiplicity: 2
energy relative to the best compared isomer or geometry (same formula, charge and spin): 0.0 kcal per mole
gap between HOMO and LUMO (alpha / beta): 7.14 / 6.88 eV
strongest force on any atom: 0.0058 Eh/bohr